# C48H84F8O40P4

A cluster of 12 separate species, C48H84F8O40P4 in total (ωB97M-V with the def2-TZVPD basis set, the Open Molecules 2025 dataset).

Structure (XYZ):
```
184
C48H84F8O40P4 | the Open Molecules 2025 dataset | ωB97M-V with the def2-TZVPD basis set
O -0.619 1.370 1.541
C -1.277 2.252 2.033
O -1.137 2.793 3.182
C -1.898 4.003 3.247
C -3.153 3.620 2.436
F -3.438 4.797 1.806
O -2.425 2.821 1.512
H -2.174 3.987 4.302
H -1.415 4.894 2.847
H -4.060 3.142 2.806
O 0.640 -1.865 0.433
C 0.759 -0.838 -0.178
O 0.107 -0.358 -1.261
C 0.613 0.916 -1.680
C 1.817 1.051 -0.837
F 1.912 2.237 -0.297
O 1.629 0.102 0.181
H 0.955 0.868 -2.714
H -0.029 1.797 -1.671
H 2.688 0.856 -1.462
O 4.703 -0.305 0.106
C 5.372 0.763 0.032
O 5.636 1.311 -1.059
C 5.989 2.629 -0.779
C 6.702 2.562 0.559
F 6.640 3.622 1.351
O 5.919 1.469 1.098
H 6.516 3.000 -1.658
H 4.991 3.052 -0.893
H 7.718 2.168 0.545
O 5.939 -1.252 -2.462
C 4.883 -1.779 -2.857
O 3.540 -1.392 -2.684
C 2.696 -2.259 -3.396
C 3.653 -3.115 -4.275
F 3.812 -2.589 -5.455
O 4.903 -2.982 -3.604
H 2.358 -3.040 -2.716
H 1.972 -1.810 -4.077
H 3.196 -4.101 -4.357
O -1.286 4.152 -2.104
C -2.187 4.987 -1.890
O -2.288 5.745 -0.791
C -3.258 6.742 -1.109
C -4.063 6.138 -2.308
F -4.429 7.054 -3.142
O -3.052 5.395 -2.872
H -3.866 6.937 -0.225
H -2.802 7.716 -1.286
H -5.032 5.738 -2.008
O 3.642 2.590 -3.805
C 3.160 3.570 -3.161
O 3.787 4.627 -2.508
C 2.829 5.320 -1.736
C 1.559 5.048 -2.448
F 1.271 6.051 -3.373
O 1.773 3.868 -3.182
H 2.701 4.951 -0.719
H 2.969 6.399 -1.681
H 0.727 5.085 -1.745
O 5.668 -1.534 5.520
C 4.944 -1.204 4.600
O 4.469 -2.046 3.711
C 3.623 -1.485 2.747
C 3.465 -0.188 3.297
F 2.247 -0.151 3.824
O 4.373 -0.042 4.341
H 4.153 -1.579 1.799
H 2.677 -1.983 2.537
H 3.543 0.640 2.592
O -5.366 -3.469 -0.621
C -4.756 -2.451 -0.494
O -3.687 -2.159 -1.218
C -3.233 -0.840 -0.828
C -3.611 -0.942 0.690
F -3.905 0.264 1.155
O -4.789 -1.593 0.571
H -2.155 -0.697 -0.903
H -3.769 -0.035 -1.332
H -2.823 -1.385 1.299
C 3.482 3.460 3.143
C 2.293 4.134 3.919
O 1.713 4.963 2.956
P 1.005 6.301 3.511
O -0.111 6.104 4.478
O 2.214 7.134 4.158
C 1.883 8.347 4.780
C 3.057 9.278 4.771
O 0.607 7.237 2.176
C -0.760 7.401 1.808
C -1.260 8.815 2.271
H 4.188 4.264 2.934
H 3.862 2.751 3.878
H 3.196 3.053 2.173
H 1.568 3.441 4.347
H 2.758 4.638 4.766
H 1.141 8.931 4.235
H 1.434 8.120 5.746
H 3.950 8.812 5.187
H 3.218 9.725 3.790
H 2.739 10.150 5.342
H -0.789 7.233 0.731
H -1.547 6.717 2.127
H -0.552 9.507 1.815
H -2.336 8.984 2.232
H -1.161 9.086 3.322
C -2.044 1.317 -3.900
C -3.266 1.402 -4.738
O -4.163 0.428 -4.268
P -4.952 -0.667 -5.181
O -4.201 -1.267 -6.317
O -5.421 -1.753 -4.072
C -6.137 -2.956 -4.463
C -5.236 -4.249 -4.482
O -6.307 0.138 -5.562
C -6.258 1.076 -6.618
C -6.644 0.375 -7.868
H -1.857 0.275 -3.642
H -1.068 1.622 -4.277
H -2.269 1.809 -2.954
H -3.621 2.362 -5.111
H -2.967 1.113 -5.746
H -7.010 -3.241 -3.875
H -6.493 -2.757 -5.474
H -5.036 -4.348 -3.416
H -5.897 -5.103 -4.627
H -4.249 -4.176 -4.939
H -7.051 1.808 -6.469
H -5.271 1.526 -6.721
H -6.410 0.932 -8.775
H -6.218 -0.615 -8.034
H -7.697 0.343 -8.145
C -0.123 -3.696 2.949
C -0.498 -4.376 4.300
O 0.424 -5.421 4.671
P 0.601 -5.840 6.191
O -0.627 -5.900 7.060
O 1.352 -7.248 6.126
C 1.069 -8.262 6.964
C 1.591 -8.113 8.377
O 1.818 -4.871 6.646
C 1.656 -3.792 7.551
C 1.924 -2.402 6.990
H 0.842 -3.203 3.059
H 0.200 -4.435 2.216
H -0.719 -2.827 2.673
H -0.494 -3.663 5.125
H -1.442 -4.900 4.153
H -0.011 -8.397 6.913
H 1.355 -9.159 6.413
H 1.245 -7.331 9.052
H 1.113 -8.872 8.996
H 2.671 -8.112 8.525
H 0.613 -3.790 7.867
H 2.404 -4.045 8.302
H 0.996 -1.997 6.586
H 2.245 -1.764 7.813
H 2.787 -2.353 6.326
C 1.856 -8.489 -2.367
C 0.679 -7.455 -2.346
O 1.043 -6.346 -3.087
P -0.026 -5.321 -3.731
O 0.511 -3.992 -4.144
O -0.799 -6.110 -4.923
C -1.638 -5.379 -5.780
C -1.023 -4.363 -6.650
O -1.244 -5.178 -2.609
C -1.295 -4.244 -1.531
C -1.571 -4.955 -0.116
H 2.160 -8.933 -3.315
H 2.847 -8.048 -2.259
H 1.771 -9.279 -1.621
H -0.260 -7.815 -2.767
H 0.359 -7.217 -1.331
H -2.253 -6.036 -6.394
H -2.253 -4.832 -5.065
H -0.172 -4.816 -7.160
H -1.752 -3.892 -7.310
H -0.608 -3.503 -6.124
H -0.354 -3.711 -1.404
H -2.006 -3.532 -1.951
H -2.003 -5.875 -0.511
H -0.654 -5.217 0.411
H -2.214 -4.301 0.474
```

## Properties
Charge = 0
Spin multiplicity = 1
Energy relative to the best compared isomer or geometry (same formula, charge and spin) = 782.5 kJ/mol
LUMO = -0.00171 Eh
Gap between HOMO and LUMO = 9.99 eV
HOMO level = -0.369 Eh
SMILES string = O=C1OC[C@@H](F)O1.O=C1OC[C@@H](F)O1.O=C1OC[C@@H](F)O1.O=C1OC[C@@H](F)O1.O=C1OC[C@@H](F)O1.O=C1OC[C@@H](F)O1.O=C1OC[C@@H](F)O1.O=C1OC[C@@H](F)O1.CCOP(=O)(OCC)OCC.CCOP(=O)(OCC)OCC.CCOP(=O)(OCC)OCC.CCOP(=O)(OCC)OCC